This record from the OMol25 dataset describes 2 unconnected molecules or ions with the total composition C5H12S at a distorted geometry. The level of theory is wB97M-V/def2-TZVPD.

Results
- HOMO-LUMO gap (eV) = 9.437
- largest force on an atom (Eh/bohr) = 0.0579
- energy relative to the best compared isomer or geometry (same formula, charge and spin) (kcal/mol) = 32.6
- lowest unoccupied orbital energy (eV) = 1.0
- HOMO (eV) = -8.46
- SMILES = C=CC.CSC

Geometry as ORCA input:
```
! RIJCOSX wB97M-V def2-TZVPD def2/J DEFGRID3
* xyz 0 1
C -1.314 0.095 -2.144
C -0.571 1.015 -2.728
C -0.720 2.475 -2.220
H -1.274 -0.947 -2.448
H -2.193 0.218 -1.519
H 0.257 0.953 -3.417
H -1.766 2.755 -2.196
H -0.153 2.544 -1.292
H -0.144 3.148 -2.862
C -0.493 -1.811 1.535
S 0.486 -0.474 2.114
C 2.001 -0.563 1.101
H -1.323 -1.803 2.251
H -0.126 -2.841 1.596
H -0.878 -1.672 0.525
H 2.783 0.076 1.499
H 2.375 -1.588 1.155
H 1.871 -0.371 0.037
*
```

natural (NBO) atomic charge list, values in e, 4 entries: -0.417 -0.165 -0.654 0.189

---

This record from the OMol25 dataset describes 2 unconnected molecules or ions with the total composition C3H9NO at a distorted geometry. The level of theory is wB97M-V/def2-TZVPD.

Results
- HOMO-LUMO gap (eV) = 9.890
- largest force on an atom (Eh/bohr) = 0.0301
- energy relative to the best compared isomer or geometry (same formula, charge and spin) (kcal/mol) = 49.1
- lowest unoccupied orbital energy (eV) = 0.9
- HOMO (eV) = -8.96
- SMILES = C=CO.CN

Geometry as ORCA input:
```
! RIJCOSX wB97M-V def2-TZVPD def2/J DEFGRID3
* xyz 0 1
C 0.992 -0.654 1.511
C 2.199 -0.354 1.025
O 2.417 -0.736 -0.291
H 0.628 -0.181 2.410
H 0.340 -1.178 0.828
H 3.007 0.119 1.564
H 3.322 -1.073 -0.406
C -2.867 1.227 -0.497
N -2.162 0.283 -1.363
H -3.462 0.640 0.203
H -2.122 1.758 0.083
H -3.520 1.897 -1.054
H -1.300 0.682 -1.687
H -2.513 -0.073 -2.242
*
```

natural (NBO) atomic charge list, values in e, 4 entries: -0.486 0.120 -0.702 0.205

---

This record from the OMol25 dataset describes 9 unconnected molecules or ions with the total composition H18O9 at a distorted geometry. The level of theory is wB97M-V/def2-TZVPD.

Results
- HOMO-LUMO gap (eV) = 9.569
- largest force on an atom (Eh/bohr) = 0.0994
- energy relative to the best compared isomer or geometry (same formula, charge and spin) (kcal/mol) = 104.5
- lowest unoccupied orbital energy (eV) = -0.7
- HOMO (eV) = -10.28
- SMILES = O.O.O.O.O.O.O.O.O

Geometry as ORCA input:
```
! RIJCOSX wB97M-V def2-TZVPD def2/J DEFGRID3
* xyz 0 1
O -1.923 2.496 1.275
H -1.707 1.737 0.672
H -2.678 3.023 0.733
O 2.082 -2.068 -1.400
H 2.883 -1.542 -1.569
H 1.446 -1.441 -0.953
O 0.176 -0.386 0.115
H -0.714 -0.872 0.301
H 0.045 0.459 -0.379
O 3.441 0.462 -1.218
H 2.699 0.972 -0.840
H 3.426 0.548 -2.339
O -2.308 -1.988 0.295
H -2.584 -1.979 1.262
H -2.851 -1.528 -0.318
O 0.064 3.829 1.044
H -0.392 3.012 0.941
H 0.211 3.702 2.099
O 1.015 -0.260 2.970
H 1.952 -0.008 3.005
H 0.937 -0.295 1.970
O -0.976 -4.049 -1.179
H -0.259 -4.425 -0.681
H -1.466 -3.556 -0.554
O -0.709 1.444 -1.482
H -1.607 1.251 -1.438
H -0.203 1.460 -2.332
*
```

natural (NBO) atomic charge list, values in e, 4 entries: -0.926 0.462 0.489 -0.983

---

This record from the OMol25 dataset describes a molecular structure, C34H52BrLiN2OP2. The level of theory is wB97M-V/def2-TZVPD.

Results
- HOMO-LUMO gap (eV) = 6.688
- largest force on an atom (Eh/bohr) = 0.0036
- energy relative to the best compared isomer or geometry (same formula, charge and spin) (kcal/mol) = 0.5
- lowest unoccupied orbital energy (eV) = -0.4
- HOMO (eV) = -7.05

Geometry as ORCA input:
```
! RIJCOSX wB97M-V def2-TZVPD def2/J DEFGRID3
* xyz 0 1
Li 0.070 -0.120 0.243
Br 2.272 3.510 -5.717
C 1.403 2.763 -4.204
C 0.490 3.543 -3.474
C -0.148 3.022 -2.383
C 0.084 1.684 -1.922
O -0.514 1.240 -0.892
C 1.026 0.913 -2.690
C 1.370 -0.440 -2.375
N 1.005 -1.086 -1.321
C 1.419 -2.411 -1.120
C 2.138 -3.198 -1.991
C 2.540 -4.502 -1.646
C 2.228 -5.037 -0.429
C 1.476 -4.275 0.493
C 1.121 -4.769 1.770
C 0.395 -3.984 2.616
C 0.014 -2.700 2.176
N 0.321 -2.206 1.004
C 1.057 -2.970 0.150
C 1.653 1.477 -3.823
H 0.293 4.561 -3.783
H -0.854 3.623 -1.823
H 2.023 -0.907 -3.119
H 2.417 -2.827 -2.968
H 3.109 -5.081 -2.364
H 2.544 -6.037 -0.157
H 1.434 -5.766 2.055
H 0.103 -4.322 3.601
H -0.577 -2.064 2.826
H 2.351 0.871 -4.390
C 4.326 1.286 3.385
C 2.861 1.088 2.993
C 2.327 -0.219 3.591
P 2.365 1.185 1.196
C 2.282 3.007 0.829
C 3.277 3.937 1.521
C 0.855 3.484 1.116
C 3.777 0.574 0.149
C 5.025 1.437 -0.029
C 4.149 -0.857 0.553
H 4.419 1.285 4.475
H 4.737 2.222 3.016
H 4.949 0.473 3.010
H 2.281 1.909 3.434
H 2.858 -1.084 3.184
H 1.266 -0.353 3.371
H 2.462 -0.227 4.677
H 2.445 3.054 -0.255
H 3.142 3.907 2.605
H 3.094 4.968 1.206
H 4.317 3.700 1.302
H 0.671 3.500 2.197
H 0.120 2.831 0.645
H 0.709 4.503 0.745
H 3.289 0.518 -0.831
H 5.560 1.589 0.908
H 4.785 2.413 -0.452
H 5.712 0.943 -0.723
H 4.777 -0.866 1.446
H 4.714 -1.344 -0.247
H 3.267 -1.468 0.757
C -3.027 2.863 0.535
C -2.589 2.584 1.977
C -3.574 3.210 2.966
P -2.138 0.780 2.110
C -3.635 -0.138 1.501
C -5.042 0.264 1.948
C -3.400 -1.637 1.702
C -1.960 0.448 3.939
C -0.939 1.453 4.487
C -3.187 0.333 4.844
H -3.011 3.939 0.343
H -4.053 2.519 0.370
H -2.373 2.366 -0.183
H -1.627 3.080 2.128
H -4.568 2.770 2.898
H -3.675 4.277 2.743
H -3.244 3.128 4.000
H -3.578 0.057 0.424
H -5.157 0.272 3.031
H -5.766 -0.450 1.544
H -5.317 1.248 1.571
H -3.489 -1.912 2.759
H -2.413 -1.940 1.352
H -4.144 -2.218 1.152
H -1.464 -0.527 3.959
H -1.377 2.446 4.595
H -0.072 1.542 3.827
H -0.583 1.140 5.472
H -3.817 1.220 4.805
H -2.867 0.199 5.882
H -3.802 -0.528 4.578
*
```

Mulliken atomic charge list, values in e, 4 entries: 1.329 -0.238 -0.352 -0.592

---

This record from the OMol25 dataset describes 2 unconnected molecules or ions with the total composition C3H4ClFO at a distorted geometry. The level of theory is wB97M-V/def2-TZVPD.

Results
- HOMO-LUMO gap (spin up / spin down) (eV) = 9.666 / 8.436
- largest force on an atom (Eh/bohr) = 0.0438
- energy relative to the best compared isomer or geometry (same formula, charge and spin) (kcal/mol) = 118.5
- lowest unoccupied orbital energy (spin up / spin down) (eV) = -0.1 / -0.8
- HOMO (spin up / spin down) (eV) = -9.75 / -9.19

Geometry as ORCA input:
```
! RIJCOSX wB97M-V def2-TZVPD def2/J DEFGRID3
* xyz 0 1
C 0.913 0.563 -1.156
C 0.767 -0.550 -0.279
C -1.457 -0.074 1.540
O 1.949 0.149 -0.280
F 0.775 -1.736 -0.855
Cl 0.872 0.351 -2.881
H 0.620 1.545 -0.825
H -1.392 -1.146 1.278
H -1.831 0.711 0.911
H -1.216 0.186 2.546
*
```

natural (NBO) atomic charge list, values in e, 4 entries: -0.061 0.594 -0.506 -0.453

---

This record from the OMol25 dataset describes a gas-phase ion, CH5N4 (charge +1) at a distorted geometry. The level of theory is wB97M-V/def2-TZVPD.

Results
- HOMO-LUMO gap (eV) = 11.753
- largest force on an atom (Eh/bohr) = 0.0738
- energy relative to the best compared isomer or geometry (same formula, charge and spin) (kcal/mol) = 83.0
- lowest unoccupied orbital energy (eV) = -3.7
- HOMO (eV) = -15.43
- SMILES = N1NC12N[NH2+]2

Geometry as ORCA input:
```
! RIJCOSX wB97M-V def2-TZVPD def2/J DEFGRID3
* xyz 1 1
N -1.443 0.368 0.643
N -1.249 -0.419 -0.655
C -0.261 0.409 -0.105
N 1.030 0.953 -0.238
N 1.032 -0.445 0.319
H -1.542 -0.196 1.451
H -1.780 -0.086 -1.448
H 1.585 1.172 -1.099
H 1.418 -0.423 1.291
H 1.210 -1.332 -0.159
*
```

natural (NBO) atomic charge list, values in e, 4 entries: -0.395 -0.427 0.545 -0.377